1.
Molecular formula: C33H31N7O3S2SeSn
Method: DFT, the ωB97M-V functional and the def2-TZVPD basis

Summary:
total charge	+2
relative energy (zero: lowest compared OMol25 entry of this formula, charge and spin)	0.0290	eV
LUMO	-5.5004	eV
HOMO energy	-13.19	eV
maximum force	0.18	eV Å⁻¹
Kohn-Sham gap	7.69	eV

Each line ends with the Mulliken charge.
Geometry (Å):
Sn: -0.33 0.03 0.20  1.16
O: -0.21 -0.87 2.82  -0.16
S: 1.01 -1.61 3.34  0.09
C: 2.20 -0.34 3.83  -1.20
C: 2.32 0.86 2.89  0.72
C: 1.27 1.93 3.18  -0.43
C: 1.52 3.27 2.51  -1.05
S: 1.36 3.32 0.71  -0.11
O: 0.24 2.36 0.35  -0.23
C: 2.89 2.54 0.19  0.83
C: 2.85 1.49 -0.71  -0.55
C: 4.05 0.93 -1.14  -0.49
C: 5.26 1.44 -0.70  -0.71
C: 5.28 2.52 0.17  -0.66
C: 4.10 3.09 0.61  -0.71
C: 1.81 -2.30 1.88  0.81
C: 3.08 -2.00 1.42  -0.17
C: 3.57 -2.64 0.29  -0.86
C: 2.79 -3.58 -0.37  -0.76
C: 1.52 -3.89 0.10  -0.41
C: 1.03 -3.25 1.22  -0.60
H: 3.15 -0.87 3.98  0.57
H: 1.86 -0.04 4.82  0.56
H: 2.25 0.52 1.86  -0.59
H: 3.32 1.28 3.01  0.49
H: 1.26 2.14 4.25  0.58
H: 0.28 1.57 2.94  -0.08
H: 2.51 3.67 2.73  0.57
H: 0.79 4.00 2.85  0.47
H: 1.92 1.10 -1.08  0.57
H: 4.02 0.10 -1.84  0.55
H: 6.19 1.00 -1.05  0.45
H: 6.23 2.94 0.49  0.44
H: 4.13 3.95 1.26  0.41
H: 3.71 -1.28 1.92  0.27
H: 4.56 -2.41 -0.06  0.49
H: 3.19 -4.10 -1.24  0.56
H: 0.93 -4.65 -0.39  0.49
H: 0.04 -3.50 1.60  0.34
Se: -7.27 3.70 -1.31  0.33
N: -5.75 3.51 -2.22  -0.84
C: -4.95 2.78 -1.50  1.00
C: -3.61 2.40 -1.92  0.31
C: -3.05 2.81 -3.13  -0.72
C: -1.77 2.41 -3.44  -1.20
C: -1.08 1.60 -2.55  -0.20
N: -1.61 1.19 -1.40  0.38
C: -2.85 1.59 -1.07  -0.59
C: -3.37 1.15 0.23  -0.06
N: -2.55 0.41 1.00  0.32
C: -2.98 0.01 2.20  -0.56
C: -4.24 0.32 2.68  -1.14
C: -5.09 1.08 1.90  -0.77
C: -4.65 1.51 0.65  0.23
C: -5.47 2.34 -0.23  1.07
N: -6.68 2.72 0.06  -0.85
H: -3.63 3.44 -3.79  0.58
H: -1.30 2.72 -4.37  0.47
H: -0.08 1.26 -2.77  0.58
H: -2.27 -0.57 2.78  0.74
H: -4.54 -0.04 3.65  0.52
H: -6.08 1.35 2.23  0.58
C: 1.15 -2.84 -3.87  -0.90
N: 0.02 -2.92 -2.94  0.28
C: -0.81 -3.99 -2.91  -0.22
C: -1.84 -4.07 -2.05  -1.20
C: -2.03 -2.96 -1.17  0.85
N: -1.23 -1.90 -1.22  0.26
C: -0.19 -1.86 -2.09  0.05
O: 0.57 -0.89 -2.10  -0.72
N: -3.02 -2.96 -0.27  -0.33
H: 1.18 -3.75 -4.47  0.36
H: 2.08 -2.74 -3.31  0.26
H: 1.04 -1.98 -4.52  0.29
H: -0.59 -4.78 -3.62  0.40
H: -2.50 -4.92 -2.03  0.47
H: -3.69 -3.71 -0.23  0.24
H: -3.18 -2.14 0.30  0.05

***

2.
Molecular formula: C33H32AuN6O2SbSe
Method: DFT, the ωB97M-V functional and the def2-TZVPD basis

Summary:
total charge	+2
relative energy (zero: lowest compared OMol25 entry of this formula, charge and spin)	0.0000	eV
LUMO	-6.9350	eV
HOMO energy	-13.04	eV
maximum force	0.75	eV Å⁻¹
Kohn-Sham gap	6.10	eV

Each line ends with the Mulliken charge.
Geometry (Å):
Au: 0.10 1.59 0.08  -0.09
C: -0.55 -2.06 -1.76  -0.96
C: -1.62 -1.89 -0.72  0.71
C: -2.53 -2.93 -0.48  -0.87
C: -3.54 -2.76 0.43  -0.81
C: -3.62 -1.56 1.12  -0.84
C: -2.67 -0.59 0.86  -0.29
N: -1.70 -0.73 -0.05  0.97
Sb: -2.84 1.17 2.07  0.99
C: -0.82 1.38 2.83  0.13
C: -0.70 1.32 4.20  -0.75
C: 0.52 1.61 4.80  -0.74
C: 1.57 2.04 4.01  -0.89
C: 1.42 2.12 2.63  1.23
C: 2.50 2.67 1.76  -1.40
N: 0.25 1.74 2.08  0.56
C: -2.54 2.72 0.56  0.21
C: -3.64 3.49 0.25  -0.75
C: -3.48 4.63 -0.53  -0.62
C: -2.22 5.01 -0.93  -0.84
C: -1.12 4.21 -0.61  1.08
C: 0.26 4.67 -0.97  -1.16
N: -1.31 3.07 0.09  0.18
H: -0.16 -3.08 -1.72  0.37
H: -0.98 -1.91 -2.75  0.50
H: 0.27 -1.36 -1.60  -0.23
H: -2.42 -3.85 -1.03  0.56
H: -4.25 -3.56 0.62  0.46
H: -4.39 -1.39 1.87  0.51
H: -1.55 1.04 4.80  0.54
H: 0.63 1.54 5.87  0.45
H: 2.51 2.33 4.45  0.55
H: 3.30 3.08 2.38  0.56
H: 2.92 1.89 1.13  0.19
H: 2.11 3.47 1.13  0.12
H: -4.61 3.21 0.62  0.52
H: -4.34 5.24 -0.79  0.46
H: -2.06 5.92 -1.48  0.55
H: 0.24 5.30 -1.85  0.48
H: 0.65 5.28 -0.14  0.30
H: 0.95 3.85 -1.13  0.02
Se: 3.38 1.94 -3.56  0.35
N: 2.22 1.41 -4.76  -0.75
C: 1.06 1.27 -4.14  0.74
C: -0.16 0.89 -4.75  -0.43
C: -1.27 0.83 -3.96  -1.14
C: -1.18 1.10 -2.57  -0.04
N: -0.06 1.45 -1.97  0.40
C: 1.08 1.57 -2.73  0.63
N: 2.23 1.96 -2.22  -0.48
H: -0.19 0.67 -5.81  0.52
H: -2.24 0.57 -4.37  0.51
H: -2.05 1.01 -1.94  0.40
C: 0.97 -6.27 -0.12  -1.74
C: 1.24 -4.81 0.14  0.51
C: 0.55 -4.12 1.13  -0.97
C: 0.81 -2.78 1.41  0.65
C: 0.09 -2.08 2.53  -1.08
C: 1.76 -2.12 0.63  0.93
C: 2.51 -2.80 -0.33  1.68
C: 3.61 -2.09 -1.08  -1.41
C: 2.22 -4.13 -0.57  -1.02
C: 2.00 -0.65 0.83  -0.86
O: 2.74 -0.21 1.69  -0.62
O: 1.42 0.13 -0.09  -0.34
H: -0.04 -6.55 0.19  0.39
H: 1.66 -6.88 0.46  0.34
H: 1.10 -6.52 -1.17  0.42
H: -0.19 -4.64 1.73  0.45
H: -0.34 -2.80 3.22  0.53
H: -0.72 -1.46 2.15  -0.05
H: 0.78 -1.44 3.09  0.31
H: 3.25 -1.18 -1.56  0.07
H: 4.05 -2.73 -1.84  0.45
H: 4.41 -1.80 -0.39  0.34
H: 2.79 -4.67 -1.33  0.41

***

3.
Molecular formula: C33H32Br2N6O2SiSn
Method: DFT, the ωB97M-V functional and the def2-TZVPD basis

Summary:
total charge	+2
relative energy (zero: lowest compared OMol25 entry of this formula, charge and spin)	0.0000	eV
LUMO (alpha / beta)	-6.3114 / -6.3669	eV
HOMO energy (alpha / beta)	-13.49 / -12.81	eV
maximum force	0.12	eV Å⁻¹
Kohn-Sham gap (alpha / beta)	7.18 / 6.45	eV

Each line ends with the Mulliken charge.
Geometry (Å):
Sn: -0.59 0.28 0.84  0.61
O: 6.74 -1.91 -0.34  -0.40
C: 7.12 -1.42 0.64  0.83
O: 7.47 -0.92 1.62  -0.37
C: 4.13 -1.13 1.32  -0.95
C: 3.64 -0.27 2.26  -1.09
C: 2.28 -0.01 2.17  0.87
N: 1.53 -0.56 1.20  0.79
C: 2.05 -1.42 0.31  0.43
C: 3.41 -1.76 0.35  -0.33
C: 1.11 -1.99 -0.68  0.40
C: 1.52 -2.81 -1.72  -0.92
C: 0.55 -3.33 -2.57  -0.80
C: -0.78 -3.03 -2.36  -0.95
C: -1.10 -2.18 -1.31  -0.38
N: -0.18 -1.67 -0.50  0.64
C: 1.55 0.82 3.16  0.19
C: 2.17 1.54 4.17  -0.89
C: 1.39 2.21 5.10  -0.61
C: 0.01 2.13 5.00  -1.02
C: -0.54 1.41 3.95  -0.21
N: 0.22 0.78 3.05  0.42
H: 4.27 0.17 3.02  0.43
H: 3.85 -2.45 -0.35  0.54
H: 2.56 -3.04 -1.88  0.45
H: 0.84 -3.98 -3.39  0.48
H: -1.56 -3.42 -2.99  0.50
H: -2.13 -1.90 -1.11  0.61
H: 3.25 1.59 4.24  0.45
H: 1.85 2.78 5.89  0.48
H: -0.64 2.62 5.72  0.47
H: -1.61 1.35 3.81  0.60
Br: 0.17 4.05 1.61  -0.04
C: -1.66 4.64 1.51  -0.56
Br: -2.95 3.25 1.88  -0.04
H: -1.84 4.99 0.50  0.34
H: -1.80 5.42 2.25  0.45
C: -2.38 0.61 -2.81  -0.30
Si: -0.98 1.87 -2.85  -0.30
C: -0.68 2.45 -4.60  -1.14
C: -1.45 3.30 -1.75  -0.61
N: 0.45 1.18 -2.07  0.00
C: 1.50 0.61 -2.66  0.14
C: 1.46 0.02 -3.96  -0.02
C: 2.57 -0.60 -4.50  -0.90
C: 3.77 -0.62 -3.79  -0.63
C: 3.85 -0.02 -2.53  -0.54
C: 2.74 0.56 -1.97  -0.11
H: -3.28 1.07 -3.24  0.50
H: -2.62 0.32 -1.79  -0.27
H: -2.16 -0.28 -3.39  0.29
H: -1.43 3.20 -4.86  0.43
H: -0.74 1.66 -5.34  0.36
H: 0.30 2.93 -4.70  0.39
H: -2.34 3.81 -2.11  0.42
H: -0.64 4.02 -1.66  0.41
H: -1.66 2.90 -0.76  -0.25
H: 0.53 0.03 -4.51  0.40
H: 2.51 -1.05 -5.48  0.47
H: 4.65 -1.07 -4.23  0.45
H: 4.80 -0.02 -2.00  0.55
H: 2.79 1.05 -1.00  0.45
N: -2.54 -2.96 3.24  -0.05
C: -1.47 -2.24 2.88  -0.92
N: -1.78 -1.27 2.04  0.51
C: -3.16 -1.37 1.84  0.30
C: -4.02 -0.59 1.06  -0.15
C: -5.36 -0.93 1.07  -1.13
C: -5.84 -2.02 1.82  -0.56
C: -5.00 -2.79 2.60  -1.10
C: -3.65 -2.44 2.59  0.89
H: -2.54 -3.74 3.87  0.26
H: -0.48 -2.44 3.25  0.57
H: -3.67 0.26 0.49  0.42
H: -6.06 -0.35 0.48  0.47
H: -6.89 -2.25 1.80  0.42
H: -5.37 -3.61 3.19  0.45

***

4.
Molecular formula: C33H32BrN5O3RuS
Method: DFT, the ωB97M-V functional and the def2-TZVPD basis

Summary:
total charge	-1
relative energy (zero: lowest compared OMol25 entry of this formula, charge and spin)	0.2660	eV
LUMO (alpha / beta)	2.3296 / 2.1980	eV
spin multiplicity	2
HOMO energy (alpha / beta)	-3.17 / -3.90	eV
maximum force	0.28	eV Å⁻¹
Kohn-Sham gap (alpha / beta)	5.50 / 6.10	eV
expectation value of S²	0.7788

Each line ends with the Löwdin spin population.
Geometry (Å):
Ru: 0.43 0.38 0.84  0.13
N: -1.38 -0.42 1.57  0.00
C: -2.17 0.58 2.32  0.00
C: -1.48 1.01 3.60  0.00
C: -0.37 2.06 3.46  0.00
O: -0.21 2.86 4.38  0.00
O: 0.35 2.00 2.40  0.00
H: -1.90 -0.75 0.76  0.00
H: -1.22 -1.23 2.17  0.00
H: -3.16 0.16 2.56  0.00
H: -2.31 1.43 1.65  0.00
H: -1.02 0.13 4.08  0.00
H: -2.20 1.40 4.31  0.00
C: -0.58 1.43 -0.43  0.19
C: -1.23 2.09 -1.26  0.08
C: -1.88 2.91 -2.17  0.24
C: -2.77 3.96 -1.65  0.02
C: -3.53 3.72 -0.49  0.04
C: -4.34 4.70 0.05  0.00
C: -4.43 5.96 -0.55  0.04
C: -3.68 6.21 -1.68  0.00
C: -2.86 5.23 -2.23  0.04
C: -1.63 2.73 -3.59  0.02
C: -2.42 3.30 -4.60  0.05
C: -2.16 3.08 -5.94  0.00
C: -1.11 2.26 -6.33  0.07
C: -0.33 1.66 -5.35  0.00
C: -0.59 1.88 -4.01  0.05
H: -3.46 2.75 -0.03  0.00
H: -4.92 4.49 0.94  0.00
H: -5.06 6.72 -0.12  0.00
H: -3.72 7.19 -2.15  0.00
H: -2.26 5.46 -3.10  0.00
H: -3.27 3.92 -4.33  0.00
H: -2.80 3.54 -6.69  0.00
H: -0.91 2.09 -7.38  0.00
H: 0.48 1.00 -5.64  0.00
H: 0.00 1.38 -3.25  0.00
C: 2.07 3.79 -2.47  0.00
N: 2.44 2.61 -1.71  0.00
C: 2.08 2.42 -0.42  0.00
N: 1.57 3.47 0.26  0.00
O: 2.28 1.30 0.10  0.00
H: 2.48 3.70 -3.47  0.00
H: 2.48 4.69 -2.00  0.00
H: 0.98 3.90 -2.56  0.00
H: 2.63 1.76 -2.20  0.00
H: 1.05 4.14 -0.28  0.00
H: 1.11 3.20 1.13  0.00
N: 2.74 0.99 3.24  0.00
C: 2.52 -0.32 3.11  0.00
N: 1.63 -0.86 2.32  0.00
C: 1.63 -2.25 2.44  0.00
C: 0.78 -3.13 1.77  0.00
C: 0.90 -4.49 2.00  0.00
C: 1.85 -4.99 2.89  0.00
C: 2.70 -4.13 3.56  0.00
C: 2.57 -2.77 3.33  0.00
S: 3.48 -1.46 4.05  0.00
H: 1.99 1.60 2.90  0.00
H: 3.30 1.29 4.02  0.00
H: 0.08 -2.75 1.04  0.00
H: 0.26 -5.17 1.46  0.00
H: 1.93 -6.06 3.05  0.00
H: 3.44 -4.51 4.26  0.00
Br: 1.28 -4.46 -3.82  0.00
C: 1.03 -3.06 -2.54  0.00
C: 2.11 -2.59 -1.81  0.00
C: 1.91 -1.59 -0.87  0.00
C: 0.65 -1.02 -0.61  0.00
C: -0.40 -1.51 -1.41  0.00
C: -0.23 -2.52 -2.35  0.00
H: 3.10 -3.01 -1.98  0.00
H: 2.77 -1.23 -0.31  0.00
H: -1.39 -1.06 -1.33  0.00
H: -1.07 -2.87 -2.95  0.00